w | C5H9IN | the ωB97M-V functional and the def2-TZVPD basis

The geometry in ORCA input format:
```
! RIJCOSX wB97M-V def2-TZVPD def2/J DEFGRID3
* xyz 1 1
I -0.982 -3.286 1.540
N 2.007 -1.471 0.433
C 1.612 -0.100 0.222
C -0.372 -0.319 -1.241
C 0.089 0.132 0.108
C 2.348 -2.568 0.606
C -0.792 -0.315 1.284
H 0.123 -1.320 -1.569
H 2.028 0.461 1.110
H -0.841 0.506 2.135
H -0.207 0.379 -2.033
H 2.152 0.230 -0.765
H -1.795 -0.359 0.975
H -0.155 -1.190 1.826
H -0.093 1.198 0.191
H -1.368 -0.556 -1.279
*
```

Calculated values
HOMO (alpha / beta) (eV): -15.04 / -15.04
LUMO level (alpha / beta) (eV): -9.02 / -9.11
Kohn-Sham gap (alpha / beta) (eV): 6.020 / 5.926

x | C5H9IN | the ωB97M-V functional and the def2-TZVPD basis

The geometry in ORCA input format:
```
! RIJCOSX wB97M-V def2-TZVPD def2/J DEFGRID3
* xyz 1 1
I -0.298 -1.463 -2.979
N 0.630 -0.358 -0.161
C 0.797 1.033 -0.731
C 0.989 -0.077 1.159
C 0.048 0.796 0.503
C -0.023 -2.020 -1.010
C -1.446 1.078 0.916
H -1.817 2.045 0.317
H -2.039 0.292 0.580
H 0.235 1.487 -1.640
H -1.018 -2.374 -0.659
H -1.536 1.201 1.978
H 1.879 1.364 -0.837
H 2.071 0.166 1.297
H 0.593 -0.780 1.917
H 0.938 -2.391 -0.651
*
```

Calculated values
HOMO (eV): -14.12
LUMO level (eV): -4.58
Kohn-Sham gap (eV): 9.546

Energies in eV, measured from the most stable structure: w 0.913; x 0.000.